1.
A cluster of 2 separate species, C4H10O in total at a distorted geometry. Source: OMol25; level of theory: wB97M-V/def2-TZVPD.

F_max ... 2.172 eV/Å
Gap between HOMO and LUMO ... 10.2 eV
SMILES ... C=C(C)C.O
Relative energy (zero: lowest compared OMol25 entry of this formula, charge and spin) ... 31.4 kcal per mole
HOMO energy ... -9.374 eV

Atoms and positions in Å:
1 C -0.097 1.234 0.493
2 C 0.340 -0.014 0.369
3 C 0.826 -0.834 1.551
4 C 0.684 -0.627 -0.977
5 H -0.267 1.783 -0.414
6 H -0.230 1.729 1.445
7 H 1.262 -0.092 2.227
8 H 1.701 -1.426 1.279
9 H 0.163 -1.491 2.105
10 H 0.289 -0.002 -1.772
11 H 0.098 -1.489 -1.240
12 H 1.768 -0.592 -1.012
13 O -2.322 0.978 -1.438
14 H -2.529 0.360 -0.722
15 H -1.687 0.481 -1.894

Forces on atoms 1 to 2 (eV/Å):
0.4 -0.4 -0.2
0.2 -0.7 0.2

2.
A cluster of 2 separate species, C4H10O in total. Source: OMol25; level of theory: wB97M-V/def2-TZVPD.

F_max ... 0.976 eV/Å
Gap between HOMO and LUMO ... 10.4 eV
SMILES ... C=CCC.O
Relative energy (zero: lowest compared OMol25 entry of this formula, charge and spin) ... 23.1 kcal per mole
HOMO energy ... -9.475 eV

Atoms and positions in Å:
1 C -0.805 0.434 -2.903
2 C -0.861 -0.170 -1.733
3 C 0.282 -0.511 -0.818
4 C -0.080 -0.462 0.668
5 H -1.700 0.620 -3.493
6 H 0.121 0.726 -3.374
7 H -1.814 -0.454 -1.293
8 H 0.517 -1.570 -0.992
9 H 1.177 0.035 -1.123
10 H -0.741 -1.296 0.884
11 H 0.794 -0.626 1.286
12 H -0.599 0.444 0.963
13 O 1.140 0.591 3.876
14 H 0.534 1.279 4.158
15 H 2.035 0.959 3.893

Forces on atoms 1 to 2 (eV/Å):
-0.4 0.0 -0.6
0.0 -0.1 1.0

3.
The molecule C4H10O. Source: OMol25; level of theory: wB97M-V/def2-TZVPD.

F_max ... 0.423 eV/Å
Gap between HOMO and LUMO ... 11.2 eV
SMILES ... CCCCO
Relative energy (zero: lowest compared OMol25 entry of this formula, charge and spin) ... 7.6 kcal per mole
HOMO energy ... -10.208 eV

Atoms and positions in Å:
1 C 2.166 0.053 0.177
2 C 0.828 -0.248 -0.496
3 C -0.359 0.085 0.409
4 C -1.707 -0.168 -0.258
5 O -2.800 0.202 0.567
6 H 2.216 1.102 0.490
7 H 2.302 -0.566 1.072
8 H 3.012 -0.135 -0.492
9 H 0.750 0.323 -1.432
10 H 0.787 -1.309 -0.779
11 H -0.301 1.137 0.720
12 H -0.303 -0.515 1.327
13 H -1.756 0.361 -1.223
14 H -1.813 -1.238 -0.475
15 H -3.079 1.090 0.308

Forces on atoms 1 to 2 (eV/Å):
0.1 0.0 0.0
0.0 0.0 -0.1